{"formula": "C38H82IN9O8P3", "method": "ωB97M-V with the def2-TZVPD basis set", "symbols": ["C", "C", "O", "C", "C", "C", "C", "C", "C", "P", "O", "O", "C", "C", "O", "C", "C", "C", "C", "I", "C", "C", "C", "C", "N", "C", "C", "N", "C", "N", "C", "C", "O", "C", "O", "C", "C", "H", "H", "H", "H", "H", "H", "H", "H", "H", "H", "H", "H", "H", "H", "H", "H", "H", "H", "H", "H", "H", "H", "H", "H", "H", "H", "H", "H", "H", "H", "H", "H", "H", "H", "H", "H", "H", "H", "H", "H", "H", "H", "H", "H", "H", "H", "O", "P", "N", "C", "C", "N", "C", "C", "N", "C", "C", "H", "H", "H", "H", "H", "H", "H", "H", "H", "H", "H", "H", "H", "H", "H", "H", "H", "H", "O", "P", "N", "C", "C", "N", "C", "C", "N", "C", "C", "H", "H", "H", "H", "H", "H", "H", "H", "H", "H", "H", "H", "H", "H", "H", "H", "H", "H"], "positions_angstrom": [[3.23848, 2.74443, 4.72434], [2.11612, 3.78408, 4.66914], [0.94020, 3.30117, 4.04683], [1.11586, 2.95522, 2.68797], [-0.18224, 3.17345, 1.93036], [-0.59546, 4.64104, 1.63376], [-1.94628, 4.85290, 2.37644], [-3.17136, 4.07993, 1.88963], [-4.41128, 4.43880, 2.72862], [-5.56568, 5.44238, 1.76582], [-5.03672, 5.79453, 0.42843], [-6.87177, 4.55616, 1.66902], [-7.72583, 4.81260, 0.53191], [-9.12980, 4.33199, 0.81694], [-6.03572, 6.75022, 2.55782], [-5.02103, 7.65059, 3.01428], [-4.42979, 8.49578, 1.89009], [0.32780, 5.68358, 2.33045], [0.18291, 7.03179, 1.55152], [-0.69661, 8.42100, 2.93866], [-0.73505, 6.60983, 0.37258], [-0.65183, 7.54275, -0.82637], [-1.36888, 8.73159, -0.71281], [-1.35126, 9.61344, -1.77654], [-0.68510, 9.45064, -2.90924], [-0.00558, 8.31723, -3.02265], [0.01666, 7.35643, -2.02744], [-0.50392, 5.12036, 0.19737], [0.91647, 4.91174, -0.30302], [0.96478, 4.16287, -1.54475], [-1.59531, 4.73665, -0.77557], [-1.90807, 3.25444, -0.89663], [-3.18731, 3.23678, -1.53119], [-3.81057, 2.00224, -1.40521], [-4.74372, 1.88364, -0.65416], [-3.29933, 0.86149, -2.25476], [-2.76860, -0.25702, -1.33036], [2.79087, 1.75909, 4.85827], [3.96305, 2.96598, 5.50158], [3.73536, 2.72003, 3.75301], [1.86672, 4.15267, 5.66174], [2.50249, 4.65728, 4.12205], [1.34901, 1.88575, 2.62514], [1.98452, 3.47788, 2.27387], [-0.96055, 2.63632, 2.46450], [-0.05154, 2.65087, 0.97572], [-2.22458, 5.90623, 2.46124], [-1.75517, 4.54010, 3.40434], [-3.44721, 4.26336, 0.85784], [-3.02762, 3.00358, 2.00126], [-4.95181, 3.54676, 3.04443], [-4.16935, 4.95961, 3.65856], [-7.76047, 5.86625, 0.25750], [-7.34232, 4.26488, -0.32817], [-9.64287, 4.95389, 1.54891], [-9.70888, 4.41757, -0.10531], [-9.15306, 3.28113, 1.09940], [-5.51676, 8.32238, 3.71442], [-4.24925, 7.14868, 3.60516], [-5.18061, 8.59531, 1.10855], [-3.59837, 7.95708, 1.43247], [-4.07849, 9.46214, 2.24349], [0.07537, 5.74242, 3.38071], [1.39626, 5.47292, 2.28446], [1.11972, 7.48094, 1.24383], [-1.71625, 6.85682, 0.76940], [-1.95047, 8.95413, 0.17042], [-1.93523, 10.52224, -1.68653], [0.54415, 8.16100, -3.94149], [0.59420, 6.46314, -2.20954], [1.52269, 4.39760, 0.43630], [1.40312, 5.86190, -0.49383], [1.81651, 4.38133, -2.04560], [0.98178, 3.17083, -1.34109], [-1.35910, 5.10193, -1.76964], [-2.50620, 5.26135, -0.49037], [-1.19685, 2.76882, -1.56959], [-1.98942, 2.72012, 0.04778], [-4.16422, 0.47868, -2.79329], [-2.53529, 1.23834, -2.93161], [-2.72835, -1.18507, -1.89387], [-1.74810, -0.00001, -1.04143], [-3.41059, -0.34688, -0.45824], [-0.94831, -2.95179, -2.58682], [-0.42066, -4.35297, -2.49689], [0.37334, -4.45868, -4.01672], [0.43408, -5.62848, -4.86852], [1.46370, -3.51457, -4.23173], [-1.98556, -5.11706, -2.44889], [-2.50158, -5.81053, -3.61142], [-2.99206, -4.24341, -1.84566], [0.35622, -5.63390, -1.74881], [1.80064, -5.51555, -1.55088], [-0.19664, -6.92341, -1.36418], [0.95997, -6.48624, -4.42194], [0.96214, -5.37997, -5.78875], [-0.55209, -5.95178, -5.18805], [2.38349, -3.79377, -3.70043], [1.17067, -2.51917, -3.89421], [1.70132, -3.43262, -5.29265], [-2.63018, -5.14118, -4.47416], [-3.47521, -6.24605, -3.37446], [-1.86922, -6.65008, -3.89720], [-3.30992, -3.45521, -2.53847], [-2.61799, -3.76987, -0.94163], [-3.87599, -4.82873, -1.57833], [2.35665, -5.89316, -2.41519], [2.13384, -6.07330, -0.67538], [2.08862, -4.47684, -1.38221], [-0.16392, -7.62543, -2.20232], [-1.21421, -6.84191, -0.99959], [0.38706, -7.35446, -0.54714], [6.70312, -8.00958, -1.69618], [6.26675, -8.15022, -0.27991], [7.39392, -9.28411, 0.32828], [7.13262, -10.29451, 1.33082], [8.79797, -8.89821, 0.22506], [4.67999, -8.81758, -0.53198], [4.35355, -10.18330, -0.15706], [4.13561, -8.56328, -1.86228], [5.81774, -7.43335, 1.17377], [6.85975, -6.70588, 1.89849], [4.55394, -7.53018, 1.88336], [6.85576, -9.89091, 2.31737], [8.02673, -10.89989, 1.47741], [6.36686, -10.99595, 1.01395], [9.09383, -8.15613, 0.97842], [9.00054, -8.47540, -0.75935], [9.44640, -9.76728, 0.33638], [4.94810, -10.92074, -0.71278], [3.29831, -10.37602, -0.36471], [4.47573, -10.35419, 0.91238], [4.54816, -9.23581, -2.62301], [4.33743, -7.54080, -2.17276], [3.04853, -8.69336, -1.85465], [7.41469, -7.35972, 2.58023], [6.43360, -5.89437, 2.48828], [7.57090, -6.25166, 1.20722], [4.52987, -8.41565, 2.52557], [3.70491, -7.55105, 1.20921], [4.41444, -6.65491, 2.52318]], "e_lumo_ev": -2.4, "total_charge": 1, "multiplicity": 1, "gap_ev": 7.096, "homo_energy_ev": -9.49}